Entry from the OMol25 dataset: a 2-piece molecular cluster, C2H7O2 overall (ωB97M-V/def2-TZVPD).

For the max |F|, the calculation gives 3.8 eV/A. For the HOMO energy (spin up / spin down), the calculation gives -15.18 / -14.75 eV. For the energy above the lowest of the compared OMol25 structures with the same formula, charge and spin, the calculation gives 154.4 kcal/mol. The charge is +1.

Last column: Löwdin charge in e.
CARTESIAN COORDINATES (ANGSTROEM)
C  -1.345  -0.380  0.755  -0.04
C  1.424  0.990  1.150  0.47
O  -0.862  0.166  -1.360  0.07
O  -0.717  0.557  -0.070  -0.19
H  -0.902  -0.402  1.726  0.08
H  -2.374  -0.196  0.847  0.10
H  -1.301  -1.348  0.234  0.12
H  1.764  1.915  0.583  0.11
H  0.589  0.950  1.884  0.08
H  1.906  0.108  0.765  0.07
H  -0.670  0.878  -1.938  0.12

Atoms 1-6, force components in eV/Å:
-0.28 -2.22 -1.02
-1.74 0.89 -2.18
-0.61 -3.16 -0.69
1.98 2.83 1.67
0.49 -0.01 0.46
-1.48 0.80 0.10